{
  "formula": "C35H73N2O10Si",
  "method": "wB97M-V/def2-TZVPD",
  "lumo_energy_ev": -2.913,
  "homo_ev": -10.381,
  "charge": 1,
  "total_energy_ha": -2528.3124,
  "elements": ["C", "Si", "C", "C", "C", "C", "N", "C", "C", "C", "C", "N", "C", "C", "C", "C", "C", "C", "C", "O", "C", "H", "H", "H", "H", "H", "H", "H", "H", "H", "H", "H", "H", "H", "H", "H", "H", "H", "H", "H", "H", "H", "H", "H", "H", "H", "H", "H", "H", "H", "H", "H", "C", "O", "C", "C", "O", "C", "C", "O", "C", "H", "H", "H", "H", "H", "H", "H", "H", "H", "H", "H", "H", "H", "H", "C", "O", "C", "C", "O", "C", "C", "O", "C", "H", "H", "H", "H", "H", "H", "H", "H", "H", "H", "H", "H", "H", "H", "C", "O", "C", "C", "O", "C", "C", "O", "C", "H", "H", "H", "H", "H", "H", "H", "H", "H", "H", "H", "H", "H", "H"],
  "xyz": [[6.17, 2.10, -0.27], [5.37, 1.98, -2.01], [4.76, 3.77, -2.41], [6.66, 1.58, -3.38], [3.81, 0.88, -2.08], [3.07, 0.53, -0.71], [2.40, -0.82, -0.87], [2.42, -1.10, -2.34], [1.28, -0.47, -3.21], [-0.15, -1.07, -2.94], [-0.92, -0.35, -1.75], [-2.34, -0.68, -1.77], [-3.18, 0.32, -1.10], [-3.21, 1.73, -1.77], [-3.51, 2.88, -0.90], [-3.61, 4.24, -1.41], [-3.40, 4.54, -2.84], [-3.09, 3.40, -3.71], [-3.00, 2.02, -3.18], [-2.72, 0.98, -4.09], [3.90, -0.60, -2.68], [6.19, 1.12, 0.27], [7.18, 2.58, -0.35], [5.51, 2.81, 0.32], [4.37, 3.77, -3.47], [3.91, 4.07, -1.74], [5.57, 4.54, -2.33], [7.26, 0.67, -3.16], [6.09, 1.52, -4.35], [7.32, 2.49, -3.46], [3.19, 1.41, -2.87], [3.91, 0.33, 0.02], [2.44, 1.34, -0.27], [2.96, -1.54, -0.38], [1.48, -0.88, -0.41], [2.45, -2.21, -2.55], [1.21, 0.64, -3.00], [1.57, -0.63, -4.28], [-0.77, -0.94, -3.87], [-0.06, -2.18, -2.79], [-0.50, -0.81, -0.80], [-0.70, 0.75, -1.68], [-2.68, -0.94, -2.69], [-4.19, -0.12, -0.91], [-2.72, 0.47, -0.07], [-3.67, 2.74, 0.19], [-3.86, 5.10, -0.75], [-3.50, 5.58, -3.23], [-2.96, 3.64, -4.79], [-3.14, 1.25, -4.92], [4.58, -1.24, -2.05], [4.21, -0.68, -3.75], [-7.71, -5.75, -3.49], [-6.55, -5.01, -3.17], [-6.66, -3.63, -3.47], [-6.11, -2.77, -2.34], [-6.89, -2.76, -1.15], [-6.89, -3.96, -0.36], [-5.56, -4.29, 0.29], [-4.63, -4.78, -0.68], [-3.31, -4.37, -0.43], [-7.77, -5.90, -4.58], [-7.64, -6.72, -3.01], [-8.61, -5.26, -3.13], [-7.70, -3.35, -3.66], [-6.08, -3.44, -4.38], [-6.12, -1.73, -2.69], [-5.07, -3.00, -2.13], [-7.28, -4.80, -0.93], [-7.61, -3.77, 0.44], [-5.70, -5.09, 1.03], [-5.17, -3.40, 0.79], [-3.26, -3.29, -0.22], [-2.72, -4.55, -1.34], [-2.87, -4.94, 0.39], [-4.54, -6.64, 8.28], [-4.91, -6.58, 6.91], [-5.43, -5.32, 6.53], [-4.86, -4.87, 5.19], [-3.48, -4.51, 5.21], [-2.53, -5.56, 5.36], [-2.46, -6.53, 4.19], [-3.59, -7.38, 4.16], [-4.03, -7.69, 2.85], [-5.43, -6.71, 8.91], [-3.93, -7.53, 8.42], [-3.94, -5.77, 8.56], [-5.21, -4.55, 7.28], [-6.51, -5.42, 6.44], [-5.39, -3.95, 4.90], [-5.07, -5.59, 4.40], [-2.69, -6.09, 6.30], [-1.56, -5.06, 5.44], [-1.57, -7.16, 4.30], [-2.37, -5.96, 3.25], [-4.10, -6.79, 2.24], [-5.03, -8.12, 2.93], [-3.36, -8.42, 2.39], [9.64, 9.44, 0.71], [8.62, 8.81, 1.46], [7.49, 9.63, 1.68], [6.19, 8.85, 1.47], [5.92, 8.50, 0.12], [6.73, 7.49, -0.47], [6.55, 6.10, 0.13], [7.16, 6.02, 1.41], [6.45, 5.21, 2.32], [10.17, 10.17, 1.32], [10.34, 8.68, 0.38], [9.23, 9.93, -0.18], [7.49, 10.50, 1.02], [7.53, 9.98, 2.72], [5.37, 9.51, 1.77], [6.14, 7.98, 2.13], [7.78, 7.79, -0.48], [6.41, 7.44, -1.52], [7.05, 5.36, -0.52], [5.49, 5.86, 0.18], [5.39, 5.44, 2.31], [6.84, 5.41, 3.32], [6.61, 4.15, 2.09]]
}

---

{
  "formula": "C35H74Br2N5O6S",
  "method": "wB97M-V/def2-TZVPD",
  "lumo_energy_ev": -3.574,
  "homo_ev": -10.229,
  "charge": 1,
  "total_energy_ha": -7649.0334,
  "elements": ["C", "C", "C", "C", "S", "C", "C", "O", "C", "C", "C", "C", "C", "C", "C", "Br", "C", "C", "Br", "H", "H", "H", "H", "H", "H", "H", "H", "H", "H", "H", "H", "H", "H", "H", "H", "H", "H", "H", "C", "C", "C", "O", "C", "N", "H", "H", "H", "H", "H", "H", "H", "H", "H", "H", "H", "C", "C", "C", "O", "C", "N", "H", "H", "H", "H", "H", "H", "H", "H", "H", "H", "H", "C", "C", "C", "O", "C", "N", "H", "H", "H", "H", "H", "H", "H", "H", "H", "H", "H", "C", "C", "C", "O", "C", "N", "H", "H", "H", "H", "H", "H", "H", "H", "H", "H", "H", "C", "C", "C", "O", "C", "N", "H", "H", "H", "H", "H", "H", "H", "H", "H", "H", "H"],
  "xyz": [[5.41, -1.98, 0.82], [5.72, -1.45, -0.56], [4.70, -1.93, -1.62], [5.36, -2.58, -2.82], [3.79, -0.45, -2.17], [2.55, -0.16, -0.88], [1.17, 0.12, -1.46], [1.09, 1.05, -2.19], [0.04, -0.73, -1.10], [0.12, -1.82, -0.21], [-1.02, -2.60, 0.06], [-2.23, -2.31, -0.57], [-2.33, -1.22, -1.46], [-1.20, -0.43, -1.72], [3.00, -0.81, -3.69], [3.54, 0.43, -4.97], [2.20, -1.86, -3.94], [1.81, -2.91, -2.97], [1.49, -2.12, -5.62], [4.48, -1.58, 1.20], [5.34, -3.06, 0.82], [6.20, -1.71, 1.51], [6.71, -1.74, -0.88], [5.71, -0.36, -0.52], [4.03, -2.61, -1.12], [4.70, -2.65, -3.67], [6.26, -2.05, -3.10], [5.63, -3.59, -2.54], [2.61, -0.93, -0.13], [2.88, 0.77, -0.43], [1.04, -2.09, 0.29], [-0.95, -3.41, 0.76], [-3.11, -2.91, -0.37], [-3.26, -0.98, -1.94], [-1.24, 0.40, -2.39], [2.29, -2.81, -2.02], [0.73, -2.91, -2.86], [2.06, -3.88, -3.40], [-8.79, -3.56, 1.15], [-7.90, -2.74, 0.21], [-6.61, -3.46, -0.20], [-5.60, -3.47, 0.79], [-5.74, -4.48, 1.79], [-7.66, -1.43, 0.81], [-8.40, -3.54, 2.17], [-9.79, -3.13, 1.18], [-8.87, -4.59, 0.82], [-8.47, -2.58, -0.72], [-6.17, -2.92, -1.04], [-6.82, -4.48, -0.54], [-6.17, -5.39, 1.37], [-6.35, -4.13, 2.62], [-4.74, -4.69, 2.17], [-7.17, -0.84, 0.16], [-7.01, -1.56, 1.59], [9.23, 1.12, -6.49], [7.73, 1.11, -6.22], [7.32, 2.00, -5.04], [7.58, 1.50, -3.74], [8.93, 1.67, -3.33], [7.29, -0.29, -6.11], [9.77, 0.49, -5.77], [9.44, 0.72, -7.48], [9.64, 2.13, -6.44], [7.24, 1.54, -7.10], [6.24, 2.15, -5.07], [7.78, 2.99, -5.14], [9.37, 2.58, -3.76], [9.55, 0.81, -3.61], [8.95, 1.76, -2.25], [6.27, -0.33, -6.03], [7.63, -0.66, -5.23], [-5.33, 0.61, 3.54], [-6.79, 0.60, 3.98], [-7.07, 1.41, 5.26], [-6.65, 0.78, 6.45], [-5.29, 0.92, 6.78], [-7.24, -0.79, 4.11], [-4.72, -0.04, 4.16], [-5.25, 0.26, 2.51], [-4.92, 1.62, 3.58], [-7.38, 1.05, 3.18], [-8.15, 1.53, 5.35], [-6.63, 2.42, 5.19], [-4.91, 1.91, 6.49], [-4.67, 0.15, 6.33], [-5.21, 0.83, 7.87], [-8.24, -0.80, 4.28], [-6.84, -1.19, 4.95], [11.74, 2.16, 0.83], [10.38, 1.72, 0.30], [9.28, 1.69, 1.37], [9.32, 0.59, 2.25], [10.21, 0.71, 3.35], [10.56, 0.43, -0.38], [12.24, 1.37, 1.39], [12.40, 2.43, 0.00], [11.65, 3.03, 1.48], [10.07, 2.45, -0.44], [8.32, 1.61, 0.85], [9.27, 2.63, 1.93], [10.26, 1.75, 3.70], [11.21, 0.36, 3.10], [9.82, 0.09, 4.15], [9.69, 0.15, -0.84], [10.71, -0.28, 0.32], [-10.87, 4.03, 3.02], [-9.84, 3.18, 2.28], [-9.33, 3.81, 0.98], [-10.22, 3.74, -0.11], [-11.22, 4.74, -0.15], [-10.39, 1.84, 2.06], [-11.85, 3.97, 2.55], [-10.98, 3.67, 4.04], [-10.56, 5.07, 3.06], [-8.97, 3.07, 2.94], [-8.44, 3.25, 0.66], [-9.01, 4.85, 1.15], [-10.84, 5.69, 0.23], [-12.11, 4.45, 0.41], [-11.50, 4.87, -1.19], [-9.67, 1.24, 1.66], [-11.09, 1.92, 1.32]]
}

---

{
  "formula": "C35H76BrN7O",
  "method": "wB97M-V/def2-TZVPD",
  "lumo_energy_ev": -8.705,
  "homo_ev": -17.605,
  "charge": 4,
  "total_energy_ha": -4410.2758,
  "elements": ["C", "C", "N", "C", "C", "N", "C", "C", "H", "H", "H", "H", "H", "H", "H", "H", "H", "H", "H", "C", "C", "N", "C", "C", "N", "C", "C", "H", "H", "H", "H", "H", "H", "H", "H", "H", "H", "H", "C", "C", "C", "C", "N", "C", "C", "C", "C", "C", "H", "H", "H", "H", "H", "H", "H", "H", "H", "H", "H", "H", "H", "H", "H", "H", "H", "H", "H", "H", "C", "C", "C", "C", "N", "C", "C", "C", "C", "C", "H", "H", "H", "H", "H", "H", "H", "H", "H", "H", "H", "H", "H", "H", "H", "H", "H", "H", "H", "H", "C", "N", "C", "C", "C", "C", "O", "H", "H", "H", "H", "H", "H", "H", "H", "H", "H", "H", "H", "H", "H", "Br"],
  "xyz": [[-4.96, -1.32, -1.73], [-3.57, -0.56, -1.62], [-2.85, -0.48, -2.93], [-2.87, 0.60, -3.78], [-1.92, 0.37, -4.89], [-1.34, -0.81, -4.57], [-1.87, -1.30, -3.43], [-0.29, -1.35, -5.30], [-5.70, -0.81, -1.12], [-4.71, -2.33, -1.37], [-5.30, -1.21, -2.75], [-2.98, -1.16, -0.93], [-3.71, 0.46, -1.27], [-3.53, 1.44, -3.64], [-1.67, 0.92, -5.79], [-1.78, -2.32, -3.08], [-0.68, -2.26, -5.75], [0.51, -1.73, -4.67], [0.13, -0.59, -5.96], [-4.07, 0.84, 2.24], [-4.76, -0.38, 2.84], [-3.69, -1.05, 3.72], [-3.83, -1.21, 5.09], [-2.80, -1.87, 5.56], [-1.94, -2.22, 4.54], [-2.52, -1.70, 3.36], [-0.69, -2.95, 4.66], [-4.69, 1.30, 1.46], [-3.14, 0.67, 1.70], [-3.81, 1.69, 2.87], [-5.12, -1.12, 2.12], [-5.47, 0.10, 3.51], [-4.77, -0.89, 5.53], [-2.69, -2.03, 6.62], [-2.03, -1.60, 2.41], [-0.11, -2.70, 5.55], [0.02, -2.96, 3.83], [-1.04, -3.99, 4.66], [4.27, 1.96, -0.46], [4.72, 1.32, 0.80], [3.69, 0.27, 1.32], [3.82, -0.03, 2.78], [2.68, 0.64, 3.62], [1.39, -0.14, 3.57], [0.19, 0.85, 3.90], [0.74, 2.20, 3.98], [2.21, 2.08, 3.42], [3.15, 0.50, 5.13], [4.15, 1.26, -1.29], [5.10, 2.55, -0.84], [3.45, 2.67, -0.39], [4.79, 2.09, 1.58], [5.66, 0.79, 0.68], [4.07, -0.61, 0.80], [2.72, 0.50, 0.87], [4.83, 0.31, 3.04], [3.69, -1.09, 3.03], [1.26, -0.96, 4.27], [1.23, -0.62, 2.60], [-0.09, 0.53, 4.91], [-0.62, 0.85, 3.17], [0.72, 2.51, 5.02], [0.24, 2.99, 3.42], [2.80, 2.83, 3.94], [2.08, 2.23, 2.35], [3.46, -0.51, 5.40], [2.30, 0.84, 5.72], [3.97, 1.22, 5.24], [2.14, -0.07, -3.02], [2.07, 1.15, -3.94], [0.79, 2.03, -3.59], [0.89, 2.92, -2.30], [-0.17, 4.03, -2.28], [-0.34, 4.44, -0.72], [-1.77, 5.01, -0.58], [-2.59, 4.30, -1.65], [-1.61, 3.51, -2.53], [0.15, 5.33, -3.05], [1.19, -0.60, -3.00], [2.32, 0.37, -2.04], [2.90, -0.80, -3.29], [2.01, 0.82, -4.98], [2.93, 1.80, -3.76], [-0.04, 1.33, -3.50], [0.51, 2.57, -4.49], [1.87, 3.39, -2.18], [0.90, 2.34, -1.38], [0.40, 5.21, -0.49], [-0.27, 3.54, -0.12], [-1.65, 6.09, -0.60], [-2.13, 4.91, 0.45], [-3.32, 4.97, -2.11], [-3.33, 3.60, -1.25], [-1.80, 3.49, -3.60], [-1.57, 2.54, -2.03], [-0.58, 6.14, -2.99], [0.21, 5.06, -4.11], [1.09, 5.72, -2.67], [0.70, -3.53, 1.06], [1.20, -4.04, -0.28], [1.52, -2.75, -1.18], [2.67, -4.57, -0.19], [0.29, -5.06, -0.92], [0.62, -5.43, -2.37], [0.09, -4.32, -3.19], [-0.28, -3.09, 0.88], [1.53, -2.92, 1.40], [0.59, -4.51, 1.53], [0.48, -2.44, -1.31], [1.98, -3.13, -2.09], [1.98, -1.86, -0.74], [3.36, -3.80, 0.17], [3.01, -4.81, -1.20], [2.67, -5.43, 0.48], [-0.80, -4.96, -0.82], [0.42, -6.00, -0.38], [0.00, -6.28, -2.65], [1.68, -5.58, -2.58], [-0.85, -4.48, -3.27], [-0.51, 0.34, 0.14]]
}